# 1
{
  "formula": "C2H3Cl3O2Si",
  "method": "ωB97M-V with the def2-TZVPD basis set",
  "relative_energy_kcal_mol": 0.0,
  "homo_ev": -10.54,
  "total_charge": 0,
  "total_energy_ev": -51666.49114,
  "max_force_ev_per_a": 4.60,
  "species": ["O", "C", "O", "Si", "Cl", "Cl", "C", "Cl", "H", "H", "H"],
  "positions_angstrom": [[2.12678, 0.33663, 0.59780], [1.60367, -0.39107, 1.39218], [0.28193, -0.68659, 1.33429], [-0.85488, -0.30412, 0.23318], [-1.40742, -2.14629, -0.29380], [-2.26338, 0.60138, 1.21160], [-0.33444, 0.68719, -1.35799], [-1.65534, 0.94817, -2.54980], [2.18174, -0.73806, 2.23696], [0.01614, 1.65182, -1.03921], [0.30522, 0.04095, -1.76521]],
  "nbo_charge": [-0.562, 0.663, -0.873, 1.672, -0.355, -0.326, -0.785, -0.051, 0.146, 0.249, 0.223]
}

# 2
{
  "formula": "C22H41N5O2SSiSr",
  "method": "ωB97M-V with the def2-TZVPD basis set",
  "relative_energy_kcal_mol": 7.3,
  "homo_ev": -6.76,
  "total_charge": 0,
  "total_energy_ev": -54577.86016,
  "max_force_ev_per_a": 3.08,
  "species": ["Sr", "C", "Si", "C", "C", "C", "H", "H", "H", "H", "H", "H", "H", "H", "H", "H", "H", "N", "C", "C", "C", "C", "C", "N", "H", "H", "H", "H", "H", "H", "O", "C", "C", "C", "C", "O", "N", "H", "H", "H", "H", "C", "C", "C", "C", "N", "C", "S", "N", "C", "C", "C", "C", "H", "H", "H", "H", "H", "H", "H", "H", "H", "H", "H", "H", "H", "H", "H", "H", "H", "H", "H", "H"],
  "positions_angstrom": [[-0.35107, -0.30715, 0.02363], [-0.14744, 2.07681, -5.01194], [0.39089, 1.32259, -3.36766], [0.78910, -0.48859, -3.73407], [2.01150, 2.18184, -2.90264], [-0.78469, 1.42147, -1.98379], [0.62523, 1.95824, -5.77974], [-0.35806, 3.14498, -4.90270], [-1.05938, 1.59474, -5.37851], [1.49000, -0.59879, -4.56809], [-0.12603, -1.03078, -3.99836], [1.23323, -0.98710, -2.86277], [2.59743, 2.45660, -3.78635], [2.62755, 1.52317, -2.28440], [1.80862, 3.09886, -2.33780], [-1.76652, 1.02316, -2.29344], [-0.94544, 2.46369, -1.67128], [2.97819, 1.98461, 0.37660], [3.46648, 0.70861, 0.14736], [4.81145, 0.51345, -0.18136], [5.26680, -0.77321, -0.36495], [4.38755, -1.83972, -0.21125], [3.07757, -1.55765, 0.11106], [2.61212, -0.30727, 0.28283], [3.46782, 2.71618, -0.11299], [1.97539, 2.06109, 0.29423], [5.46847, 1.36742, -0.29212], [6.30301, -0.94773, -0.62747], [4.70297, -2.86427, -0.34919], [2.36512, -2.36449, 0.24699], [1.26243, -4.33753, 0.41697], [0.12187, -3.97904, 0.24170], [-1.07876, -4.92074, 0.13965], [-2.23805, -3.99532, -0.21712], [-1.61622, -2.61573, -0.10102], [-2.26220, -1.54783, -0.20565], [-0.28757, -2.65683, 0.11655], [-1.21317, -5.40832, 1.10537], [-0.87547, -5.69404, -0.59771], [-3.10193, -4.06601, 0.44157], [-2.59071, -4.12168, -1.24101], [-1.95271, 5.36548, 3.84470], [-2.88565, 5.40480, 2.63415], [-2.18896, 5.30263, 1.27758], [-1.49435, 3.97371, 1.00616], [-0.20597, 3.87730, 1.69276], [0.21377, 2.86200, 2.45525], [-0.74107, 1.51152, 2.85524], [1.46139, 2.94672, 2.94594], [2.38477, 4.06205, 2.81686], [2.14419, 5.16805, 3.84553], [2.17359, 4.67536, 5.29113], [3.51336, 4.06636, 5.70101], [-2.49931, 5.60581, 4.75805], [-1.14628, 6.09770, 3.73784], [-1.50961, 4.37609, 3.97889], [-3.44886, 6.34097, 2.65140], [-3.61609, 4.59457, 2.71577], [-1.46584, 6.12190, 1.17232], [-2.93362, 5.44131, 0.49088], [-1.33019, 3.84870, -0.06399], [-2.10839, 3.14336, 1.34464], [0.42678, 4.64619, 1.54410], [1.70920, 2.18443, 3.55376], [2.32535, 4.47249, 1.80612], [3.38865, 3.65297, 2.91610], [1.17425, 5.63594, 3.65145], [2.91208, 5.93461, 3.70095], [1.37279, 3.94553, 5.43906], [1.94735, 5.52082, 5.94359], [3.71934, 3.13304, 5.17066], [3.52465, 3.84156, 6.76793], [4.33514, 4.75731, 5.49537]],
  "nbo_charge": [1.774, -1.118, 1.639, -1.114, -1.113, -1.615, 0.219, 0.225, 0.227, 0.230, 0.228, 0.211, 0.228, 0.216, 0.213, 0.219, 0.200, -0.804, 0.384, -0.305, -0.133, -0.302, 0.060, -0.563, 0.386, 0.387, 0.214, 0.218, 0.230, 0.236, -0.598, 0.694, -0.523, -0.511, 0.649, -0.753, -0.822, 0.236, 0.238, 0.237, 0.240, -0.611, -0.395, -0.400, -0.233, -0.597, 0.346, -0.401, -0.595, -0.228, -0.409, -0.403, -0.612, 0.215, 0.189, 0.211, 0.203, 0.204, 0.188, 0.221, 0.218, 0.239, 0.394, 0.423, 0.191, 0.225, 0.205, 0.208, 0.206, 0.211, 0.195, 0.220, 0.204]
}

# 3
{
  "formula": "C2H12N3STc",
  "method": "ωB97M-V with the def2-TZVPD basis set",
  "spin_multiplicity": 4,
  "relative_energy_kcal_mol": 52.2,
  "homo_ev": [-10.97, -11.14],
  "total_charge": 1,
  "total_energy_ev": -19761.70159,
  "max_force_ev_per_a": 3.48,
  "species": ["C", "Tc", "N", "H", "H", "H", "H", "H", "H", "H", "H", "N", "C", "N", "S", "H", "H", "H", "H"],
  "positions_angstrom": [[0.18684, 1.31382, -4.00066], [-0.10523, 0.01740, -1.66649], [-0.47631, -1.47280, 0.12531], [0.73670, -1.33184, -2.03676], [0.31182, -1.68561, 0.76270], [-0.37618, 0.49103, -3.40539], [0.56598, 0.90352, -4.95450], [1.03709, 1.72682, -3.46614], [-0.43287, 2.15243, -4.22697], [-1.27056, -1.29203, 0.75958], [-0.69091, -2.41569, -0.18310], [0.27011, 1.23521, 3.11540], [0.04501, 0.16059, 2.33347], [-0.23109, -1.04490, 3.04624], [0.36743, 0.93508, 0.48857], [0.28932, 1.32199, 4.13111], [0.44934, 1.99242, 2.48427], [-0.43660, -1.93675, 2.64522], [-0.23990, -1.07068, 4.04814]],
  "lowdin_spin": [0.048, 2.734, 0.037, -0.033, 0.002, 0.048, 0.003, 0.013, 0.002, 0.005, 0.004, 0.014, 0.003, -0.001, 0.116, 0.002, 0.003, 0.001, 0.000]
}

# 4
{
  "formula": "C4H4ClF3",
  "method": "ωB97M-V with the def2-TZVPD basis set",
  "relative_energy_kcal_mol": 2.2,
  "homo_ev": -10.14,
  "total_charge": 0,
  "total_energy_ev": -24887.14418,
  "max_force_ev_per_a": 1.98,
  "species": ["C", "C", "C", "F", "F", "C", "F", "Cl", "H", "H", "H", "H"],
  "positions_angstrom": [[-1.38795, -0.12012, 1.26605], [-0.39179, 0.30779, 0.27037], [-0.63401, 1.30161, -0.57803], [-1.78190, 2.01077, -0.57052], [0.16063, 1.72480, -1.56602], [0.94768, -0.38291, 0.21238], [1.53584, -0.35295, 1.45479], [0.76351, -2.14618, -0.29422], [-1.77517, -1.14655, 1.10313], [-0.97400, -0.05983, 2.29776], [-2.27630, 0.56535, 1.24052], [1.61110, 0.04431, -0.52840]],
  "nbo_charge": [-0.644, -0.238, 0.776, -0.308, -0.301, 0.233, -0.336, -0.094, 0.238, 0.235, 0.239, 0.201]
}

# 5
{
  "formula": "C23H15ClIN6OV",
  "method": "ωB97M-V with the def2-TZVPD basis set",
  "spin_multiplicity": 3,
  "homo_ev": [-13.59, -13.63],
  "total_charge": 2,
  "total_energy_ev": -81382.11902,
  "max_force_ev_per_a": 0.98,
  "species": ["V", "N", "C", "N", "C", "N", "N", "C", "C", "C", "C", "C", "C", "N", "C", "C", "C", "C", "C", "C", "H", "H", "H", "H", "H", "H", "H", "H", "H", "H", "H", "Cl", "C", "C", "C", "I", "C", "O", "C", "N", "C", "C", "C", "C", "H", "H", "H", "H"],
  "positions_angstrom": [[0.14841, -0.12269, -0.81404], [0.13710, -0.30329, 3.50631], [-0.21258, -0.17693, 2.24345], [0.64283, -0.18371, 1.24332], [2.00530, -0.38513, 1.51209], [2.84092, -0.53427, 0.52934], [2.18906, -0.47828, -0.67129], [2.80933, -0.77011, -1.75458], [2.03865, -0.72432, -2.99396], [2.57568, -1.12058, -4.20137], [1.76682, -1.07880, -5.33419], [0.45735, -0.65415, -5.20983], [-0.01635, -0.28756, -3.95631], [0.75089, -0.31701, -2.87008], [2.44808, -0.43674, 2.88988], [3.79667, -0.53667, 3.24392], [4.14855, -0.60740, 4.57406], [3.16642, -0.58572, 5.56692], [1.82902, -0.48774, 5.23754], [1.48013, -0.41128, 3.89697], [-0.58099, -0.31035, 4.21791], [-1.26906, -0.06652, 2.02753], [3.86030, -1.04473, -1.75077], [3.60223, -1.45575, -4.25734], [2.15879, -1.38055, -6.29588], [-0.20318, -0.61088, -6.06367], [-1.04095, 0.03351, -3.81852], [4.54424, -0.55866, 2.46400], [5.19014, -0.68286, 4.85261], [3.45430, -0.64531, 6.60750], [1.06709, -0.46944, 6.00664], [-6.47319, 1.52775, -0.36262], [-4.96963, 0.70867, -0.51075], [-4.93648, -0.65723, -0.57546], [-3.71773, -1.36374, -0.70616], [-3.71562, -3.43102, -0.81655], [-2.53734, -0.66851, -0.76507], [-1.31611, -1.21974, -0.91500], [-2.56573, 0.74221, -0.68369], [-1.33828, 1.35395, -0.73210], [-1.28491, 2.67795, -0.67949], [-2.43181, 3.46737, -0.57654], [-3.66767, 2.86732, -0.51493], [-3.76577, 1.46361, -0.56462], [-5.86355, -1.21218, -0.53289], [-0.30261, 3.13413, -0.71848], [-2.33080, 4.54222, -0.54383], [-4.56794, 3.46117, -0.42995]],
  "lowdin_spin": [1.946, 0.006, 0.008, 0.005, 0.002, 0.004, 0.003, 0.004, 0.005, -0.001, 0.004, 0.000, 0.005, 0.003, 0.000, 0.000, 0.001, 0.000, 0.001, 0.000, 0.000, 0.000, 0.000, 0.000, 0.000, 0.000, 0.000, 0.000, 0.000, 0.000, 0.000, -0.003, -0.007, 0.000, -0.008, -0.002, 0.010, -0.026, 0.006, 0.006, 0.013, 0.000, 0.013, 0.000, 0.000, 0.002, 0.000, 0.001]
}

# 6
{
  "formula": "C3H9N2O2",
  "method": "ωB97M-V with the def2-TZVPD basis set",
  "spin_multiplicity": 2,
  "relative_energy_kcal_mol": 13.1,
  "homo_ev": [-20.29, -20.24],
  "total_charge": 2,
  "total_energy_ev": -10312.14797,
  "max_force_ev_per_a": 1.72,
  "species": ["N", "C", "N", "H", "H", "H", "H", "H", "O", "C", "O", "C", "H", "H", "H", "H"],
  "positions_angstrom": [[-1.12325, 2.42092, 2.20789], [-0.38794, 1.51084, 1.65048], [-0.77001, 0.27039, 1.36589], [-2.01943, 2.25458, 2.65594], [-0.66925, 3.29519, 2.45200], [0.62670, 1.81664, 1.41457], [-0.14672, -0.41727, 0.93187], [-1.62517, -0.03475, 1.82165], [0.73638, -1.25572, -0.10775], [0.59312, -1.02149, -1.33401], [-0.29771, -0.20846, -1.79720], [1.39583, -1.79781, -2.33874], [-0.89637, 0.04012, -1.05938], [1.59194, -1.17404, -3.21334], [0.80282, -2.68356, -2.59677], [2.31904, -2.12771, -1.85977]],
  "lowdin_spin": [0.003, 0.002, 0.044, 0.000, 0.000, 0.000, 0.011, 0.001, 0.727, 0.064, 0.044, 0.081, 0.000, 0.017, 0.003, 0.001]
}